1.
Below is one molecule with the formula C6H10N2, with properties calculated with ωB97M-V/def2-TZVPD.

SMILES ... NCCc1cc[nH]c1
HOMO-LUMO gap ... 9.0 eV
Energy relative to the best compared isomer or geometry (same formula, charge and spin) ... 99.37 kJ/mol
F_max ... 3.13 eV/Å

Last column: Mulliken charge in e.
Positions of all 18 atoms, in Å:
1 N -1.48 1.93 0.17  -0.5123
2 C -0.01 2.07 0.12  -0.7819
3 C 0.73 0.87 0.63  -0.4203
4 C 0.51 -0.46 0.07  0.6789
5 C -0.46 -0.84 -0.92  -0.4032
6 C -0.45 -2.20 -1.13  -0.5371
7 N 0.42 -2.74 -0.20  -0.0096
8 C 0.92 -1.69 0.55  -0.9402
9 H -2.01 2.79 0.29  0.2209
10 H -1.75 1.41 1.01  0.2004
11 H 0.33 2.97 0.63  0.3610
12 H 0.14 2.30 -0.95  0.2838
13 H 0.67 0.79 1.72  0.2841
14 H 1.80 1.14 0.55  0.3259
15 H -0.74 -0.07 -1.67  0.2634
16 H -1.01 -2.64 -1.92  0.4011
17 H 0.70 -3.70 -0.21  0.1968
18 H 1.68 -1.93 1.26  0.3883

2.
Below is C42H38BN11OSSbV as an isolated structure, with properties calculated with ωB97M-V/def2-TZVPD.

2S+1 ... 4
HOMO-LUMO gap (spin up / spin down) ... 6.4 / 7.2 eV
Energy relative to the best compared isomer or geometry (same formula, charge and spin) ... 90.27 kJ/mol
Total charge ... +1
F_max ... 2.32 eV/Å
Expectation value of S² ... 3.765

Last column: Löwdin spin population.
Positions of all 96 atoms, in Å:
1 V 0.20 1.93 0.04  2.6038
2 C -3.39 2.83 2.32  0.0034
3 C -2.64 1.92 1.56  0.0161
4 N -1.45 2.44 1.25  0.0070
5 N -1.42 3.67 1.79  0.0073
6 C -2.56 3.93 2.44  0.0136
7 B -0.13 4.52 1.77  0.0030
8 N 0.20 4.82 0.30  0.0123
9 C 0.40 5.99 -0.32  0.0194
10 C 0.54 5.75 -1.67  0.0062
11 C 0.39 4.36 -1.80  0.0214
12 N 0.19 3.81 -0.60  -0.0028
13 N 0.99 3.62 2.33  0.0085
14 C 1.71 3.77 3.45  0.0148
15 C 2.53 2.66 3.58  0.0039
16 C 2.22 1.86 2.48  0.0165
17 N 1.28 2.45 1.73  0.0050
18 H -4.37 2.69 2.73  0.0000
19 H -2.93 0.94 1.25  0.0006
20 H -2.73 4.87 2.93  0.0010
21 H -0.25 5.52 2.41  0.0000
22 H 0.45 6.92 0.23  0.0013
23 H 0.70 6.46 -2.46  0.0000
24 H 0.42 3.77 -2.70  0.0014
25 H 1.61 4.64 4.06  0.0011
26 H 3.24 2.45 4.36  0.0000
27 H 2.63 0.91 2.22  0.0008
28 S 1.54 -0.35 -6.88  -0.0042
29 N 2.56 0.10 -5.72  -0.0020
30 C 1.84 0.43 -4.67  -0.0008
31 C 2.34 0.92 -3.41  0.0009
32 C 3.69 1.19 -3.16  0.0291
33 C 4.03 1.71 -1.92  -0.0007
34 C 3.04 1.92 -0.97  0.0317
35 N 1.75 1.66 -1.19  0.0130
36 C 1.41 1.19 -2.40  0.0264
37 C -0.02 1.06 -2.64  0.0298
38 N -0.81 1.45 -1.61  0.0147
39 C -2.12 1.47 -1.83  0.0359
40 C -2.71 1.06 -3.02  -0.0012
41 C -1.91 0.64 -4.06  0.0344
42 C -0.53 0.65 -3.88  0.0005
43 C 0.43 0.30 -4.90  -0.0007
44 N 0.15 -0.13 -6.11  -0.0026
45 H 4.43 0.99 -3.92  0.0015
46 H 5.06 1.95 -1.69  -0.0006
47 H 3.29 2.33 0.00  0.0018
48 H -2.75 1.83 -1.02  0.0022
49 H -3.78 1.08 -3.12  -0.0008
50 H -2.32 0.32 -5.01  0.0018
51 C 3.94 -2.68 2.12  0.0001
52 N 3.40 -1.74 1.14  0.0009
53 C 4.23 -1.37 0.01  0.0004
54 C 2.14 -1.32 1.26  0.0012
55 O 1.54 -0.55 0.50  0.0083
56 H 4.99 -2.87 1.88  0.0000
57 H 3.40 -3.62 2.10  0.0000
58 H 3.89 -2.26 3.13  0.0000
59 H 4.49 -2.24 -0.59  0.0001
60 H 5.15 -0.88 0.36  0.0000
61 H 3.67 -0.68 -0.61  0.0002
62 H 1.66 -1.75 2.14  0.0000
63 C -5.92 -3.31 0.48  0.0001
64 C -5.46 -2.69 -0.67  0.0000
65 C -4.18 -2.14 -0.70  0.0003
66 C -3.35 -2.21 0.42  0.0022
67 C -3.83 -2.82 1.57  0.0003
68 C -5.11 -3.38 1.60  0.0001
69 Sb -1.39 -1.29 0.28  0.0065
70 C -0.82 -1.95 2.25  -0.0003
71 C -0.60 -3.28 2.58  0.0000
72 C -0.24 -3.62 3.88  0.0000
73 C -0.12 -2.64 4.85  0.0000
74 C -0.34 -1.31 4.53  0.0001
75 C -0.69 -0.97 3.23  0.0003
76 C -0.55 -2.83 -0.98  0.0017
77 C -1.16 -4.08 -1.14  0.0003
78 C -0.65 -4.99 -2.06  0.0001
79 C 0.45 -4.66 -2.83  0.0001
80 C 1.05 -3.42 -2.69  0.0000
81 C 0.55 -2.51 -1.77  0.0003
82 H -6.91 -3.75 0.50  0.0000
83 H -6.09 -2.62 -1.55  0.0000
84 H -3.83 -1.66 -1.60  0.0000
85 H -3.22 -2.88 2.46  0.0000
86 H -5.46 -3.85 2.51  0.0000
87 H -0.68 -4.05 1.82  0.0000
88 H -0.07 -4.66 4.14  0.0000
89 H 0.15 -2.91 5.87  0.0000
90 H -0.24 -0.54 5.28  0.0000
91 H -0.84 0.08 2.96  0.0004
92 H -2.03 -4.33 -0.55  0.0000
93 H -1.13 -5.96 -2.17  0.0000
94 H 0.84 -5.37 -3.55  0.0000
95 H 1.91 -3.16 -3.29  0.0000
96 H 1.02 -1.54 -1.66  0.0001

3.
Below is a 2-piece molecular cluster, C5H14 overall, with properties calculated with ωB97M-V/def2-TZVPD.

2S+1 ... 2
HOMO-LUMO gap (spin up / spin down) ... 2.6 / 11.6 eV
Energy relative to the best compared isomer or geometry (same formula, charge and spin) ... 109.12 kJ/mol
Total charge ... -1
F_max ... 3.25 eV/Å
Expectation value of S² ... 0.750

Last column: Löwdin spin population.
Positions of all 19 atoms, in Å:
1 C 2.46 1.09 1.54  0.1483
2 C 1.55 2.08 0.69  0.1144
3 H 2.00 0.10 1.48  0.0392
4 H 3.48 0.88 1.20  0.0168
5 H 2.39 1.40 2.57  0.0151
6 H 2.22 2.68 0.07  0.0155
7 H 1.25 2.70 1.53  0.0173
8 H 0.83 1.51 0.15  0.0064
9 C -1.80 -1.02 -0.42  0.1165
10 C -1.58 -2.45 -0.90  0.1495
11 C -0.95 0.09 -1.03  0.1549
12 H -1.87 -1.01 0.67  0.0347
13 H -2.86 -0.79 -0.57  0.0236
14 H -0.64 -2.93 -0.63  0.0358
15 H -2.51 -3.00 -0.69  0.0218
16 H -1.67 0.89 -1.25  0.0315
17 H -0.54 -0.24 -1.96  0.0303
18 H -1.62 -2.52 -2.00  0.0206
19 H -0.15 0.55 -0.47  0.0079

4.
Below is a 2-piece molecular cluster, C8H15N4 overall, with properties calculated with ωB97M-V/def2-TZVPD.

HOMO-LUMO gap (spin up / spin down) ... 7.6 / 7.6 eV
Energy relative to the best compared isomer or geometry (same formula, charge and spin) ... 248.11 kJ/mol
Total charge ... +1
F_max ... 3.20 eV/Å

Last column: Mulliken charge in e.
Positions of all 27 atoms, in Å:
1 C -0.47 -2.31 -0.14  -0.5887
2 C -1.23 -1.07 -0.04  0.7214
3 C -0.73 0.11 -0.24  0.3593
4 C -2.73 -1.10 0.26  -0.6506
5 C -1.16 1.46 -0.36  -0.4491
6 C -3.22 0.31 0.59  -0.7689
7 C -2.71 1.35 -0.41  -0.7473
8 C 1.71 -1.42 -0.07  -0.0196
9 N 0.80 -2.41 -0.11  -0.4770
10 N 1.50 -0.26 -0.60  -0.0442
11 N 4.76 0.59 0.57  -0.9079
12 N 2.31 0.76 -0.60  -0.5146
13 H -1.03 -3.23 -0.23  0.4600
14 H -3.23 -1.50 -0.62  0.3733
15 H -2.91 -1.78 1.10  0.4012
16 H -0.82 2.06 0.49  0.3091
17 H -0.81 1.94 -1.28  0.3516
18 H -4.31 0.31 0.59  0.3515
19 H -2.89 0.58 1.60  0.3293
20 H -3.13 2.33 -0.18  0.3509
21 H -3.02 1.07 -1.41  0.3378
22 H 2.69 -1.71 0.31  0.3692
23 H 4.81 -0.18 1.23  0.2586
24 H 5.50 0.46 -0.11  0.2580
25 H 2.10 1.49 -1.28  0.2179
26 H 4.96 1.44 1.08  0.2657
27 H 3.27 0.70 -0.16  0.4532